A structure of composition C52H62AgBGeN4S2Te, computed with ωB97M-V with the def2-TZVPD basis set.

Structure (ORCA input):
```
! wB97M-V def2-TZVPD RIJCOSX def2/J DEFGRID3
* xyz -1 2
Ag -0.17 -0.16 0.65
Te -1.01 -0.21 3.35
C -0.44 -1.12 5.14
C -0.20 -0.49 6.34
C 0.14 -1.39 7.38
C 0.13 -2.69 6.97
S -0.27 -2.82 5.33
H -0.26 0.58 6.44
H 0.37 -1.08 8.39
H 0.34 -3.57 7.56
C 2.90 -1.87 2.81
C 3.34 -3.23 2.27
C 4.80 -3.19 1.84
C 2.40 -3.83 1.23
C 1.89 -5.10 1.50
C 1.04 -5.75 0.63
C 0.66 -5.11 -0.54
C 1.13 -3.84 -0.85
C 0.69 -3.15 -2.13
C -0.68 -3.60 -2.61
C 1.73 -3.36 -3.25
C 2.01 -3.21 0.04
N 2.52 -1.92 -0.29
B 1.83 -0.63 -0.19
N 2.86 0.25 -0.73
C 3.97 -0.47 -1.17
C 3.75 -1.78 -0.92
C 2.82 1.66 -0.88
C 2.16 2.22 -1.98
C 2.10 3.60 -2.08
C 2.70 4.42 -1.14
C 3.39 3.85 -0.08
C 3.46 2.46 0.07
C 4.23 1.85 1.22
C 3.72 2.33 2.58
C 5.73 2.14 1.08
C 1.57 1.35 -3.07
C 2.14 1.70 -4.44
C 0.05 1.41 -3.09
H 3.50 -1.61 3.68
H 1.85 -1.88 3.10
H 3.01 -1.09 2.06
H 3.28 -3.93 3.12
H 4.98 -2.39 1.12
H 5.12 -4.13 1.40
H 5.44 -2.99 2.71
H 2.18 -5.59 2.43
H 0.67 -6.73 0.86
H -0.02 -5.61 -1.22
H 0.64 -2.08 -1.91
H -0.67 -4.62 -3.00
H -1.02 -2.95 -3.43
H -1.43 -3.53 -1.82
H 1.87 -4.42 -3.44
H 2.69 -2.92 -2.99
H 1.38 -2.89 -4.17
H 4.82 0.00 -1.62
H 4.39 -2.62 -1.12
H 1.59 4.05 -2.93
H 2.66 5.49 -1.24
H 3.88 4.48 0.65
H 4.10 0.77 1.17
H 3.93 3.39 2.74
H 4.21 1.77 3.38
H 2.64 2.18 2.66
H 5.93 3.22 1.14
H 6.12 1.78 0.12
H 6.29 1.65 1.88
H 1.85 0.32 -2.85
H 1.81 2.69 -4.77
H 1.82 0.98 -5.19
H 3.23 1.71 -4.42
H -0.30 2.43 -3.28
H -0.37 1.05 -2.15
H -0.34 0.77 -3.89
C -4.97 3.77 0.15
C -4.99 3.13 -1.08
C -4.34 1.90 -1.23
C -3.66 1.29 -0.18
C -3.65 1.97 1.04
C -4.30 3.18 1.22
Ge -2.62 -0.43 -0.33
C -3.40 -1.17 -2.00
C -3.08 -0.58 -3.23
C -3.61 -1.05 -4.43
C -4.46 -2.14 -4.43
C -4.80 -2.74 -3.23
C -4.28 -2.26 -2.03
C -3.57 -1.58 1.03
C -3.02 -2.84 1.27
C -3.54 -3.69 2.25
C -4.61 -3.28 3.02
C -5.18 -2.03 2.79
C -4.66 -1.20 1.80
H -5.48 4.72 0.28
H -5.51 3.57 -1.92
H -4.39 1.41 -2.20
H -3.11 1.55 1.89
H -4.28 3.67 2.18
H -2.39 0.26 -3.25
H -3.33 -0.57 -5.36
H -4.87 -2.51 -5.36
H -5.47 -3.59 -3.22
H -4.56 -2.74 -1.10
H -2.15 -3.17 0.71
H -3.08 -4.66 2.42
H -5.01 -3.92 3.80
H -6.02 -1.70 3.39
H -5.12 -0.23 1.64
S -0.08 2.65 1.32
C -0.69 3.86 0.31
N -1.53 3.57 -0.69
C -2.04 4.53 -1.65
C -2.14 5.89 -0.97
C -0.79 6.24 -0.38
N -0.35 5.15 0.48
H -1.81 2.60 -0.75
H -3.01 4.19 -1.99
H -1.37 4.59 -2.52
H -2.89 5.84 -0.18
H -2.44 6.65 -1.70
H -0.85 7.15 0.23
H -0.06 6.42 -1.18
H 0.34 5.31 1.20
*
```

The value obtained for the energy above the lowest of the compared OMol25 structures with the same formula, charge and spin is 0.3414 eV. The total energy comes out at -151050.104 eV. As for the LUMO energy (alpha / beta): 2.263 / 0.838 eV. Its largest force on an atom is 0.705 eV/A. As for the expectation value of S²: 0.77. The value obtained for the HOMO-LUMO gap (alpha / beta) is 6.21 / 4.48 eV.

=====

A cluster of 8 separate species, C52H63BNO4P in total, computed with ωB97M-V with the def2-TZVPD basis set.

Structure (ORCA input):
```
! wB97M-V def2-TZVPD RIJCOSX def2/J DEFGRID3
* xyz 0 1
C -0.94 5.99 2.70
C -1.45 5.45 4.04
O -2.71 4.81 3.96
B -2.86 3.52 3.48
O -4.12 3.14 3.12
C -1.62 2.51 3.46
C -1.88 1.04 3.11
C -2.29 0.50 1.75
N -3.62 0.86 1.25
O -2.74 0.60 4.19
C -2.17 1.10 5.32
O -2.40 0.65 6.43
C -1.27 2.29 4.97
P 0.55 2.19 5.39
C 0.57 1.02 6.82
C 1.39 1.13 4.13
C 1.72 1.84 2.81
H -1.06 7.08 2.68
H 0.13 5.78 2.58
H -1.50 5.59 1.85
H -0.70 4.80 4.50
H -1.58 6.30 4.73
H -4.72 3.89 3.12
H -0.84 2.98 2.85
H -0.93 0.52 3.29
H -2.24 -0.59 1.86
H -1.49 0.76 1.05
H -4.09 0.00 0.96
H -3.50 1.37 0.38
H -1.61 3.14 5.57
H -0.26 1.26 7.48
H 1.52 1.18 7.34
H 0.50 -0.01 6.48
H 0.89 0.18 3.93
H 2.33 0.87 4.63
H 2.58 1.34 2.34
H 2.01 2.88 2.97
H 0.90 1.78 2.09
C -6.92 -0.17 -2.02
C -6.48 -0.66 -0.80
C -5.72 -1.83 -0.76
C -5.43 -2.51 -1.93
C -5.90 -2.03 -3.14
C -6.64 -0.86 -3.19
H -7.49 0.75 -2.05
H -6.71 -0.13 0.12
H -5.36 -2.21 0.19
H -4.84 -3.42 -1.89
H -5.67 -2.57 -4.06
H -6.98 -0.47 -4.14
C 0.47 -1.71 0.98
C 1.17 -1.07 -0.04
C 1.48 -1.76 -1.20
C 1.10 -3.09 -1.34
C 0.40 -3.73 -0.33
C 0.09 -3.04 0.83
H 0.21 -1.18 1.88
H 1.46 -0.04 0.08
H 2.03 -1.26 -1.99
H 1.35 -3.63 -2.25
H 0.11 -4.76 -0.44
H -0.46 -3.54 1.62
C -3.79 1.69 -2.95
C -4.53 2.27 -3.97
C -4.02 3.34 -4.68
C -2.76 3.85 -4.37
C -2.02 3.27 -3.35
C -2.53 2.20 -2.64
H -4.19 0.85 -2.40
H -5.51 1.87 -4.21
H -4.60 3.79 -5.48
H -2.36 4.68 -4.93
H -1.04 3.67 -3.11
H -1.95 1.75 -1.84
C 3.64 -4.27 -4.38
C 4.12 -4.75 -3.17
C 4.91 -5.89 -3.13
C 5.23 -6.54 -4.31
C 4.76 -6.07 -5.53
C 3.96 -4.93 -5.56
H 3.03 -3.38 -4.41
H 3.86 -4.24 -2.25
H 5.28 -6.26 -2.19
H 5.86 -7.43 -4.29
H 5.01 -6.58 -6.45
H 3.59 -4.56 -6.51
C -2.53 -6.96 4.50
C -3.59 -6.06 4.40
C -3.33 -4.71 4.18
C -2.03 -4.26 4.06
C -0.97 -5.16 4.16
C -1.22 -6.51 4.38
H -2.73 -8.01 4.67
H -4.61 -6.41 4.50
H -4.15 -4.01 4.11
H -1.83 -3.21 3.89
H 0.05 -4.81 4.07
H -0.40 -7.21 4.46
C -0.67 8.58 -1.34
C -0.04 7.87 -0.33
C 0.96 8.46 0.42
C 1.33 9.78 0.17
C 0.70 10.49 -0.84
C -0.30 9.90 -1.59
H -1.45 8.12 -1.92
H -0.32 6.84 -0.14
H 1.45 7.91 1.21
H 2.11 10.24 0.76
H 0.99 11.52 -1.04
H -0.79 10.46 -2.38
C 10.21 -3.67 -5.80
C 8.82 -3.68 -5.89
C 8.09 -4.67 -5.26
C 8.74 -5.66 -4.54
C 10.13 -5.66 -4.45
C 10.86 -4.66 -5.08
H 10.78 -2.89 -6.29
H 8.31 -2.91 -6.46
H 7.01 -4.67 -5.33
H 8.17 -6.43 -4.04
H 10.63 -6.43 -3.89
H 11.94 -4.66 -5.01
*
```

The total energy comes out at -74593.354 eV. As for the LUMO energy: 0.324 eV. The structure (SMILES) is CCOB(O)[C@@H]1[C@H](CN)OC(=O)[C@H]1P(C)CC.c1ccccc1.c1ccccc1.c1ccccc1.c1ccccc1.c1ccccc1.c1ccccc1.c1ccccc1. Its largest force on an atom is 1.500 eV/A. The value obtained for the HOMO-LUMO gap is 8.96 eV.

=====

A cluster of 7 separate species, C52H63BrN5O3 in total, computed with ωB97M-V with the def2-TZVPD basis set.

Structure (ORCA input):
```
! wB97M-V def2-TZVPD RIJCOSX def2/J DEFGRID3
* xyz 1 1
C -0.60 0.57 5.16
C -2.23 0.50 5.01
O -2.85 1.68 4.39
C -2.43 2.93 5.05
C -1.38 3.78 4.07
C -1.95 4.03 2.55
C -0.96 3.44 1.35
C -0.95 1.80 1.31
C 0.42 1.13 0.72
C 1.95 1.38 1.28
Br 2.24 2.62 2.87
C 3.26 0.60 0.59
C 4.81 0.79 1.11
O 5.21 2.20 1.34
N 6.19 2.10 2.29
O 5.72 2.23 3.41
C 2.91 -0.43 -0.68
N 4.04 -1.19 -1.40
N 1.47 -0.68 -1.17
N 1.16 -1.58 -2.20
C 0.82 -2.81 -1.70
C 1.55 -3.54 -0.40
C -0.38 -3.73 -2.42
C 0.26 0.06 -0.55
N -1.13 -0.24 -1.14
H -0.17 -0.54 5.25
H -0.25 1.18 6.12
H -0.04 1.05 4.25
H -2.67 0.34 6.11
H -2.54 -0.43 4.36
H -2.00 2.78 6.14
H -3.39 3.62 5.17
H -1.26 4.84 4.60
H -0.36 3.21 4.12
H -2.06 5.21 2.40
H -3.01 3.52 2.46
H -1.48 3.79 0.34
H 0.10 3.94 1.35
H -1.93 1.49 0.70
H -1.16 1.43 2.42
H 5.62 0.34 0.37
H 4.90 0.12 2.09
H 3.78 -1.38 -2.40
H 4.90 -0.57 -1.48
H 1.30 -4.70 -0.39
H 1.19 -2.97 0.56
H 2.72 -3.39 -0.48
H 0.15 -4.46 -3.20
H -0.80 -4.44 -1.57
H -1.22 -3.07 -2.91
H -1.79 -0.55 -0.38
H -1.48 0.68 -1.50
C -3.95 -1.67 -2.56
C -5.03 -1.02 -1.95
C -6.34 -1.42 -2.23
C -6.56 -2.49 -3.11
C -5.49 -3.14 -3.70
C -4.18 -2.73 -3.43
H -2.94 -1.35 -2.34
H -4.85 -0.19 -1.27
H -7.18 -0.91 -1.77
H -7.58 -2.81 -3.32
H -5.66 -3.97 -4.38
H -3.34 -3.23 -3.90
C -0.25 4.87 -2.68
C -0.69 4.59 -3.98
C -1.54 5.49 -4.62
C -1.94 6.66 -3.98
C -1.49 6.93 -2.69
C -0.65 6.04 -2.04
H 0.42 4.17 -2.18
H -0.37 3.68 -4.48
H -1.90 5.27 -5.63
H -2.60 7.36 -4.49
H -1.80 7.85 -2.19
H -0.30 6.25 -1.03
C 1.51 0.81 10.63
C 0.59 -0.22 10.75
C -0.56 -0.23 9.97
C -0.79 0.80 9.05
C 0.14 1.84 8.93
C 1.28 1.85 9.72
H 2.41 0.82 11.25
H 0.77 -1.03 11.46
H -1.29 -1.04 10.06
H -1.68 0.79 8.44
H -0.04 2.64 8.22
H 2.00 2.66 9.63
C 5.84 -7.35 0.27
C 4.85 -7.80 1.14
C 3.90 -6.91 1.64
C 3.95 -5.56 1.26
C 4.94 -5.12 0.39
C 5.89 -6.01 -0.10
H 6.58 -8.05 -0.12
H 4.81 -8.85 1.43
H 3.13 -7.25 2.32
H 3.21 -4.87 1.65
H 4.98 -4.07 0.10
H 6.67 -5.66 -0.77
C 5.36 -1.80 -6.26
C 4.97 -1.91 -4.93
C 5.51 -2.91 -4.12
C 6.45 -3.80 -4.65
C 6.84 -3.68 -5.99
C 6.29 -2.69 -6.79
H 4.93 -1.02 -6.89
H 4.25 -1.21 -4.51
H 5.21 -3.00 -3.09
H 6.88 -4.57 -4.03
H 7.58 -4.37 -6.40
H 6.59 -2.60 -7.83
C -6.29 1.59 -4.24
C -5.64 2.76 -4.64
C -6.18 3.54 -5.66
C -7.36 3.16 -6.29
C -8.02 1.99 -5.89
C -7.48 1.20 -4.87
H -5.87 0.98 -3.45
H -4.72 3.06 -4.15
H -5.67 4.45 -5.98
H -7.78 3.77 -7.08
H -8.94 1.69 -6.37
H -7.98 0.29 -4.56
*
```

The total energy comes out at -138556.994 eV. As for the LUMO energy: -4.298 eV. Its largest force on an atom is 5.056 eV/A. The value obtained for the HOMO-LUMO gap is 6.35 eV.